1.
This record from the Open Molecules 2025 dataset describes C7H19N2S as an isolated structure in a non-equilibrium geometry. The level of theory is wB97M-V/def2-TZVPD.

Each line ends with the Mulliken charge.
Positions of all 29 atoms, in Å:
C  -0.818  -2.181  -1.165  -0.8874
H  0.114  0.118  -0.962  1.0862
H  0.909  1.801  1.640  0.3313
H  3.074  1.235  -0.457  0.2727
H  3.782  -0.741  0.967  0.3005
H  -1.921  1.871  -1.226  0.3904
N  -0.934  1.198  0.539  0.2052
H  0.246  -1.993  -1.392  0.3313
N  -1.309  -1.153  -0.218  0.1772
C  3.016  0.244  -0.847  -1.0077
H  0.637  2.580  -0.169  0.3488
H  2.307  0.187  -1.739  0.2169
S  1.435  -0.643  1.182  -0.1051
C  -2.057  -1.492  0.916  -1.1045
H  -2.917  -2.058  0.603  0.3718
H  -0.157  3.133  1.229  0.3572
H  -1.578  -2.113  1.587  0.4288
C  0.178  2.152  0.813  -0.7937
H  -0.889  -3.121  -0.589  0.3721
H  -2.341  -0.627  1.500  0.3508
C  2.955  -0.871  0.175  -0.3426
H  -1.257  0.781  1.483  0.4684
C  -2.068  1.771  -0.189  -0.8831
C  -0.432  -0.077  -0.112  -1.6608
H  -3.015  1.077  -0.052  0.2921
H  -2.348  2.720  0.177  0.4140
H  3.946  0.283  -1.439  0.3895
H  2.924  -1.787  -0.219  0.3921
H  -1.481  -2.295  -2.037  0.2874

Properties
Gap between HOMO and LUMO (eV): 8.75
E_tot (Ha): -785.4413
Net charge: +1
2S+1: 1
E_HOMO (eV): -11.85
Maximum force (eV/Å): 5.1

---

2.
This record from the Open Molecules 2025 dataset describes one molecule with the formula C7H19N4PS in a non-equilibrium geometry. The level of theory is wB97M-V/def2-TZVPD.

Each line ends with the Mulliken charge.
Positions of all 32 atoms, in Å:
H  4.149  -0.208  0.225  0.2669
C  3.545  -0.142  -0.716  -1.0260
H  0.168  2.519  0.572  0.3520
H  1.687  -0.570  -2.395  0.4707
N  -1.175  0.839  0.579  0.0331
C  -2.483  2.863  0.409  -1.0190
H  0.501  0.815  -1.579  0.0920
H  -3.875  0.692  -1.047  0.2636
H  -0.023  -1.267  2.642  0.3524
H  -2.096  3.288  -0.623  0.2782
N  0.666  -1.490  0.694  0.2829
H  3.681  -1.078  -1.305  0.2825
S  2.589  0.253  2.359  -0.4562
C  -0.088  1.451  0.827  -0.4960
N  -2.332  1.405  0.328  0.0246
H  -3.541  2.845  0.590  0.3534
H  -1.187  -2.026  1.552  0.1572
H  0.052  -2.996  -0.561  0.3751
H  1.364  -1.931  -1.240  0.0214
H  0.265  -2.982  2.078  0.4195
H  -2.974  -0.619  0.104  0.2560
H  4.148  0.699  -1.172  0.3159
H  1.597  -3.270  0.226  0.2632
C  -0.073  -2.011  1.792  -1.1341
P  1.400  0.031  0.872  0.5150
N  2.176  0.198  -0.616  0.1286
H  2.032  1.371  -2.303  0.3150
C  0.983  -2.525  -0.285  -0.7428
H  -4.218  0.542  0.717  0.3132
C  -3.391  0.406  0.018  -0.8136
H  -1.977  3.329  1.172  0.3997
C  1.534  0.431  -1.863  -0.8446

Properties
Gap between HOMO and LUMO (eV): 8.66
E_tot (Ha): -1236.5604
2S+1: 1
SMILES: CN(C)/N=C/P(=S)(N(C)C)N(C)C
E_HOMO (eV): -8.00
Maximum force (eV/Å): 5.0

---

3.
This record from the Open Molecules 2025 dataset describes C7H19NO11S2V as an isolated structure in a non-equilibrium geometry. The level of theory is wB97M-V/def2-TZVPD.

Each line ends with the Löwdin spin population.
Positions of all 41 atoms, in Å:
C  1.191  -0.709  2.294  0.0012
V  0.300  0.328  -0.762  2.7734
H  -2.909  2.510  1.006  0.0008
H  -2.816  0.812  1.589  0.0003
H  -2.681  -1.731  1.201  0.0005
O  0.920  -1.693  -1.384  0.0279
H  1.566  2.413  0.954  0.0010
C  1.100  1.718  1.653  0.0085
O  -1.026  1.542  0.820  0.0264
O  2.595  3.424  -1.630  0.0040
N  1.446  0.329  1.297  0.0156
O  -0.739  -1.807  -3.687  0.1372
H  0.591  -2.037  -2.218  0.0007
H  -2.148  -1.942  -0.524  0.0000
O  1.244  2.583  -3.514  0.0177
H  2.444  0.386  1.149  0.0027
C  -0.166  -1.367  2.110  0.0033
S  -1.452  -0.551  -3.529  -0.0193
O  -0.728  -1.250  0.716  0.0197
C  2.060  -2.421  -0.902  0.0058
O  0.475  2.351  -1.381  0.0264
C  -0.397  2.219  1.848  0.0037
H  -2.785  1.375  -0.183  0.0006
O  -0.870  0.418  -4.398  0.5567
H  2.714  -1.824  -0.267  0.0010
H  -0.107  -2.425  2.366  0.0003
O  -2.830  -0.716  -3.927  0.2914
C  -1.902  -2.090  0.528  0.0052
H  1.168  -0.303  3.305  -0.0002
H  -1.946  -3.175  0.619  0.0005
O  2.107  1.038  -1.882  0.0124
H  -0.548  3.289  1.705  0.0002
O  -1.161  -0.037  -2.175  0.0604
H  2.546  -3.080  -1.622  0.0004
S  1.690  2.388  -2.119  0.0053
H  -0.828  1.964  2.816  0.0006
H  1.534  2.011  2.609  0.0019
C  -2.463  1.528  0.848  0.0049
H  1.695  -3.189  -0.220  0.0006
H  -0.907  -0.879  2.743  0.0002
H  2.022  -1.398  2.149  0.0001

Properties
Gap between HOMO and LUMO (spin up / spin down) (eV): 5.55 / 4.23
E_tot (Ha): -2900.8591
Net charge: -1
2S+1: 5
E_HOMO (spin up / spin down) (eV): -3.38 / -4.03
Maximum force (eV/Å): 7.7

---

4.
This record from the Open Molecules 2025 dataset describes an isolated ion of composition C7H19P2 and charge +1 in a non-equilibrium geometry. The level of theory is wB97M-V/def2-TZVPD.

Each line ends with the Mulliken charge.
Positions of all 28 atoms, in Å:
H  -2.284  0.906  3.017  0.3491
C  -0.678  0.807  -0.150  -0.7848
C  -0.602  -1.461  1.732  -1.0174
C  2.832  0.568  -2.572  -1.0878
H  -0.456  -1.093  2.832  0.3304
H  3.843  1.228  0.053  0.3959
H  0.443  -1.349  1.272  0.3229
H  2.770  -0.537  -2.587  0.3427
P  -1.662  -0.349  0.856  1.1628
H  -3.330  -0.430  -0.805  0.3401
C  -2.594  0.751  1.929  -1.1926
H  0.168  -0.043  -1.927  0.3955
H  -3.605  0.481  1.937  0.4240
C  0.472  0.160  -0.898  -1.2315
H  -1.196  1.601  -0.707  0.4484
H  0.846  -0.729  -0.441  0.5053
H  3.834  0.863  -2.643  0.4257
C  2.903  0.747  0.148  -1.1928
H  2.406  0.734  -3.574  0.3839
H  -0.968  -2.535  1.657  0.3720
H  -0.239  1.310  0.711  0.5187
C  -2.762  -1.274  -0.320  -1.2384
H  -3.401  -2.066  0.103  0.4376
H  -2.117  -2.036  -0.823  0.3818
H  -2.256  1.740  1.408  0.3695
H  3.041  -0.334  -0.030  0.3458
H  2.687  0.912  1.175  0.3505
P  1.906  1.427  -1.353  0.1429

Properties
Gap between HOMO and LUMO (eV): 9.41
E_tot (Ha): -960.5259
Net charge: +1
2S+1: 1
E_HOMO (eV): -12.03
Maximum force (eV/Å): 4.1

---

5.
This record from the Open Molecules 2025 dataset describes C7H20BrO3 as an isolated structure in a non-equilibrium geometry. The level of theory is wB97M-V/def2-TZVPD.

Each line ends with the Mulliken charge.
Positions of all 31 atoms, in Å:
H  0.142  3.132  0.800  0.3846
C  0.352  2.063  0.805  0.5538
H  1.378  -0.592  -1.337  0.2780
H  -1.323  0.035  1.015  -0.1175
O  0.844  -0.550  -2.134  -0.4470
H  -1.432  1.584  -0.263  0.4429
H  -0.874  -1.077  -1.265  0.5522
H  0.489  1.935  2.972  0.4142
H  -1.117  1.579  2.288  0.3505
C  1.320  0.586  -2.825  -0.7495
H  -2.583  -1.053  1.321  0.5275
Br  2.297  -0.615  0.197  -0.8208
O  1.706  1.856  0.654  -0.6907
H  -1.245  -3.054  1.025  0.3435
C  -0.822  -2.109  0.685  0.5027
H  -0.180  0.299  -0.462  -0.4194
C  -0.043  1.441  2.159  -1.5297
H  -0.042  1.759  -1.327  0.0681
H  -2.152  -2.168  -1.029  0.4554
H  0.995  -1.347  0.413  0.5492
H  1.784  0.902  0.576  0.5202
H  1.376  0.514  -3.911  0.2682
C  -0.369  1.368  -0.363  -1.1483
H  -1.355  -1.022  2.524  0.3008
H  0.870  1.504  -2.447  0.2867
H  2.351  0.630  -2.473  0.3235
H  0.210  0.389  2.287  0.3054
O  0.594  -2.108  0.840  -0.6609
C  -1.086  -2.054  -0.832  -1.2251
C  -1.505  -0.950  1.446  -0.8635
H  -0.581  -2.876  -1.339  0.2448

Properties
Gap between HOMO and LUMO (eV): 8.34
E_tot (Ha): -3078.3331
Net charge: -1
2S+1: 1
E_HOMO (eV): -4.65
Maximum force (eV/Å): 9.3

---

6.
This record from the Open Molecules 2025 dataset describes a 5-piece molecular cluster, C7H20ClFN5O12PS overall in a non-equilibrium geometry. The level of theory is wB97M-V/def2-TZVPD.

Each line ends with the Mulliken charge.
Positions of all 48 atoms, in Å:
C  -3.742  -1.366  -0.269  -0.6603
H  1.309  1.307  2.797  0.3030
O  3.956  5.549  -2.898  -0.5324
H  -4.530  -0.651  -0.053  0.3045
O  -0.234  3.148  1.627  -0.4977
H  0.279  -1.118  2.663  0.4034
C  -1.586  3.697  3.420  -0.7580
N  -0.271  3.650  2.732  0.8470
C  -1.082  -5.395  -0.772  -0.5392
H  -0.392  1.194  1.153  0.2258
H  2.445  3.864  -3.681  0.3042
H  -1.255  -5.527  0.293  0.2703
H  2.332  0.871  1.403  0.2111
O  0.604  -1.062  -2.929  -0.5696
N  2.908  5.388  -2.309  0.8994
C  1.740  0.436  2.238  -1.1843
O  0.675  4.117  3.322  -0.5012
O  -2.111  -2.485  0.919  -0.5336
O  3.484  -0.876  -2.499  -0.4160
Cl  2.704  -3.543  -1.246  -0.2713
N  -3.032  -1.692  0.992  0.9695
O  -0.780  0.181  -1.359  -0.5140
C  1.990  4.337  -2.816  -0.6478
O  2.542  6.014  -1.338  -0.5316
C  0.518  -0.450  1.794  0.0538
H  -1.488  3.139  4.349  0.3045
H  -0.675  -4.409  -0.986  0.1208
S  0.611  -0.124  -1.790  0.9682
H  -1.819  4.742  3.610  0.2994
H  1.333  -2.289  0.923  0.6502
H  -0.197  -1.748  0.188  0.3580
N  1.579  -0.635  -0.477  0.3744
O  -0.627  0.371  1.609  -0.4253
O  -3.411  -1.152  2.005  -0.5327
F  1.249  1.341  -2.200  -0.1330
C  0.793  -1.376  0.554  -0.9316
O  -3.235  -4.685  -1.133  -0.5193
H  2.389  -0.129  2.954  0.3681
O  -2.535  -6.368  -2.281  -0.5464
H  -2.333  3.244  2.775  0.2953
H  -3.011  -0.940  -0.954  0.2209
H  -0.430  -6.174  -1.158  0.3157
H  1.842  3.617  -2.016  0.2101
P  3.067  -1.464  -0.960  0.2333
N  -2.395  -5.494  -1.455  0.8741
H  3.923  -1.584  -2.993  0.2998
H  -4.157  -2.293  -0.660  0.2657
H  1.055  4.822  -3.088  0.2951

Properties
Gap between HOMO and LUMO (eV): 10.06
E_tot (Ha): -2754.5952
2S+1: 1
SMILES: C[C@@H](O)CN(P(O)Cl)S(=O)(=O)F.C[N+](=O)[O-].C[N+](=O)[O-].C[N+](=O)[O-].C[N+](=O)[O-]
E_HOMO (eV): -10.07
Maximum force (eV/Å): 5.3